86
Properties=species:S:1:pos:R:3:mulliken_charge:R:1 method="wB97M-V/def2-TZVPD" charge=+1 de_lowest_ev=0.576 homo_lumo_gap_ev=6.068 homo_energy_ev=-9.66
Pt -0.43 0.72 -0.80 2.62
N 1.41 -0.09 3.16 0.04
C 0.17 -0.11 3.79 0.82
C -0.20 -0.24 5.13 -1.28
C -1.56 -0.24 5.39 -0.44
C -2.51 -0.14 4.36 -0.63
C -2.13 -0.02 3.04 -0.61
C -0.77 0.03 2.76 -0.22
N -0.10 0.17 1.56 0.69
C 1.17 0.07 1.83 -0.19
C 2.17 0.07 0.77 -0.20
C 3.48 -0.27 0.85 -0.52
S 4.21 -0.19 -0.69 -0.16
C 2.74 0.31 -1.36 -0.42
N 1.76 0.40 -0.52 0.01
H 2.31 -0.20 3.60 0.20
H 0.52 -0.33 5.92 0.43
H -1.90 -0.33 6.41 0.41
H -3.56 -0.18 4.61 0.51
H -2.85 0.03 2.24 0.19
H 4.03 -0.59 1.72 0.43
H 2.64 0.54 -2.41 0.34
Br 0.50 2.66 -2.99 -0.02
C 0.22 3.68 -1.43 0.52
C 0.06 5.05 -1.52 -0.83
C -0.19 5.74 -0.34 -0.31
C -0.26 5.04 0.86 -0.83
C -0.07 3.68 0.84 -0.28
N 0.16 3.00 -0.29 -0.10
H 0.13 5.56 -2.47 0.45
H -0.35 6.81 -0.36 0.42
H -0.46 5.55 1.79 0.44
H -0.11 3.08 1.74 0.46
C 0.52 0.70 -7.76 -1.64
C 0.14 0.17 -6.40 0.56
C -1.14 0.35 -5.90 -1.22
C -1.52 -0.15 -4.65 0.74
C -2.94 0.05 -4.18 -1.18
C -0.57 -0.82 -3.89 0.69
Te -1.24 -1.42 -1.94 -0.41
C 0.72 -1.07 -4.39 1.10
C 1.74 -1.91 -3.68 -1.42
C 1.05 -0.55 -5.64 -0.93
H -0.21 1.42 -8.12 0.37
H 0.57 -0.12 -8.48 0.33
H 1.50 1.17 -7.73 0.38
H -1.88 0.88 -6.49 0.35
H -3.55 0.48 -4.98 0.50
H -2.97 0.74 -3.33 0.02
H -3.40 -0.89 -3.86 0.29
H 1.73 -1.75 -2.60 0.11
H 2.74 -1.71 -4.05 0.43
H 1.54 -2.97 -3.85 0.27
H 2.04 -0.74 -6.04 0.42
S -6.95 -0.37 1.74 -0.28
C -5.77 -0.02 0.66 0.16
S -4.78 1.42 0.76 -0.11
C -3.78 0.84 -0.53 -0.01
N -4.17 -0.28 -1.03 -0.15
N -5.30 -0.75 -0.40 0.35
C -5.97 -1.84 -1.05 0.27
C -7.35 -1.89 -1.12 -0.55
C -7.95 -2.93 -1.82 -0.73
C -7.19 -3.90 -2.45 -0.53
C -5.80 -3.83 -2.38 -0.71
C -5.19 -2.80 -1.68 0.58
S -2.43 1.81 -1.10 -0.32
H -7.95 -1.13 -0.66 0.42
H -9.03 -2.97 -1.88 0.39
H -7.67 -4.70 -2.99 0.40
H -5.20 -4.58 -2.87 0.40
H -4.12 -2.74 -1.62 -0.04
C -2.17 -4.72 -0.89 -1.05
Si -0.37 -4.90 -0.43 0.38
C -0.14 -5.53 1.30 -1.08
C 0.56 -5.91 -1.68 -1.03
Se 0.59 -2.77 -0.39 -0.51
H -2.73 -5.60 -0.54 0.57
H -2.30 -4.64 -1.97 0.32
H -2.61 -3.84 -0.42 0.19
H -0.54 -6.54 1.39 0.37
H -0.66 -4.89 2.02 0.31
H 0.91 -5.55 1.57 0.33
H 0.15 -6.92 -1.73 0.38
H 1.61 -5.98 -1.42 0.30
H 0.48 -5.47 -2.68 0.27

=====

80
Properties=species:S:1:pos:R:3:mulliken_spin:R:1 method="wB97M-V/def2-TZVPD" charge=+1 de_lowest_ev=0.000 homo_lumo_gap_ev="6.846 / 6.861" spin_multiplicity=4 homo_energy_ev="-9.27 / -9.28"
Nd 1.29 0.61 0.55 3.07
C 3.54 2.05 3.59 0.00
C 2.24 2.54 4.24 0.00
S 0.82 2.73 3.02 0.00
C -0.51 2.04 4.05 0.00
C -1.69 1.62 3.28 0.00
S -1.47 0.21 2.07 0.00
C -1.62 -1.12 3.35 0.00
C -0.64 -2.33 3.03 0.00
S 1.07 -1.88 2.68 0.00
C 1.91 -1.24 4.20 0.00
C 3.32 -0.86 3.79 0.00
S 3.53 0.49 2.66 0.00
H 4.24 1.93 4.44 0.00
H 3.89 2.74 2.82 0.00
H 2.47 3.49 4.75 0.00
H 1.87 1.78 4.90 0.00
H -0.75 2.81 4.78 0.00
H -0.04 1.16 4.63 0.00
H -2.06 2.46 2.63 0.00
H -2.55 1.31 3.87 0.00
H -2.65 -1.55 3.49 0.00
H -1.38 -0.68 4.29 0.00
H -0.92 -2.65 2.01 0.00
H -0.73 -3.19 3.68 0.00
H 1.86 -2.01 4.95 0.00
H 1.37 -0.37 4.56 0.00
H 3.84 -1.64 3.29 0.00
H 3.79 -0.62 4.77 0.00
C -4.41 -2.80 -0.45 0.00
C -3.38 -3.63 -0.92 0.00
C -2.20 -2.98 -1.38 0.00
C -1.98 -1.61 -1.27 0.00
C -3.04 -0.84 -0.81 0.00
C -4.23 -1.43 -0.40 0.00
P -0.29 -0.86 -1.45 0.00
C 0.71 -2.36 -1.77 0.00
C 1.05 -3.21 -0.71 0.00
C 1.82 -4.36 -0.92 0.00
C 2.23 -4.66 -2.17 0.00
C 1.84 -3.87 -3.28 0.00
C 1.05 -2.77 -3.06 0.00
C -0.28 0.05 -3.04 -0.01
C -1.49 0.21 -3.64 0.00
C -1.62 0.67 -4.99 0.00
C -0.54 1.19 -5.68 0.00
C 0.69 1.21 -4.98 0.00
C 1.76 1.93 -5.57 0.00
C 2.92 2.22 -4.91 0.00
C 3.10 1.73 -3.59 0.00
C 2.09 0.93 -2.99 -0.01
C 0.88 0.68 -3.68 0.00
H -5.39 -3.19 -0.09 0.00
H -3.53 -4.65 -1.15 0.00
H -1.37 -3.54 -1.81 0.00
H -2.91 0.24 -0.79 0.00
H -5.11 -0.90 -0.01 0.00
H 0.66 -2.93 0.28 0.00
H 2.13 -4.82 0.04 0.00
H 2.90 -5.48 -2.35 0.00
H 2.23 -4.25 -4.26 0.00
H 0.64 -2.27 -3.92 0.00
H -2.41 -0.07 -3.10 0.00
H -2.56 0.83 -5.47 0.00
H -0.55 1.37 -6.74 0.00
H 1.53 2.15 -6.61 0.00
H 3.76 2.72 -5.38 0.00
H 3.88 1.93 -2.87 0.00
Te -0.02 2.92 -1.21 -0.02
C -1.64 3.68 0.00 0.00
C -2.86 3.12 0.09 0.00
C -3.66 3.82 1.01 0.00
C -3.10 4.96 1.51 0.00
S -1.52 5.09 0.94 0.00
H -3.18 2.36 -0.54 0.00
H -4.64 3.42 1.26 0.00
H -3.54 5.70 2.22 0.00
N 3.21 0.80 -0.88 0.00
C 2.17 0.62 -1.60 -0.02
H 4.13 1.08 -1.27 0.00

=====

84
Properties=species:S:1:pos:R:3:mulliken_charge:R:1 method="wB97M-V/def2-TZVPD" charge=+1 de_lowest_ev=0.628 homo_lumo_gap_ev="5.660 / 4.435" homo_energy_ev="-10.58 / -10.56"
Pb 1.01 2.60 -0.22 1.06
O 1.36 2.71 2.12 -0.47
N 0.87 3.63 2.91 0.30
C 1.34 3.67 4.17 -0.36
C 0.94 4.65 5.05 -0.60
C 0.04 5.62 4.64 -0.28
C -0.45 5.56 3.35 -0.77
C -0.04 4.55 2.47 0.60
S -0.69 4.46 0.88 -0.27
H 2.05 2.89 4.42 0.51
H 1.35 4.64 6.05 0.44
H -0.28 6.40 5.31 0.41
H -1.16 6.29 2.98 0.45
C -4.68 -0.19 -5.03 -2.14
C -4.87 -0.64 -3.58 1.68
C -6.25 -0.17 -3.09 -1.54
C -4.81 -2.18 -3.54 -1.56
C -3.82 -0.07 -2.65 -0.33
C -2.86 0.86 -3.08 0.36
C -1.95 1.35 -2.19 -0.53
Br -0.70 2.63 -2.79 -0.19
C -1.91 0.96 -0.79 0.90
O -1.03 1.41 -0.02 -0.13
C -2.92 0.01 -0.35 -0.34
C -3.81 -0.45 -1.29 -0.59
C -3.07 -0.52 1.08 2.28
C -2.99 -2.06 1.03 -1.74
C -2.03 -0.05 2.10 -1.90
C -4.45 -0.10 1.60 -1.77
H -5.45 -0.64 -5.65 0.42
H -3.71 -0.51 -5.42 0.43
H -4.76 0.89 -5.12 0.40
H -7.03 -0.58 -3.72 0.45
H -6.31 0.92 -3.13 0.36
H -6.44 -0.48 -2.06 0.33
H -5.55 -2.59 -4.22 0.47
H -5.01 -2.58 -2.55 0.34
H -3.82 -2.53 -3.85 0.37
H -2.83 1.19 -4.11 0.59
H -4.56 -1.16 -0.97 0.41
H -2.03 -2.38 0.62 0.35
H -3.78 -2.50 0.43 0.32
H -3.08 -2.46 2.05 0.50
H -1.02 -0.34 1.83 0.08
H -2.27 -0.50 3.07 0.61
H -2.05 1.04 2.22 0.37
H -5.26 -0.50 0.99 0.30
H -4.54 0.99 1.61 0.40
H -4.59 -0.46 2.62 0.48
O 0.85 0.07 -2.04 -0.67
C 1.63 -0.30 -1.17 -0.24
N 2.38 -1.43 -1.16 0.07
C 3.14 -1.58 0.07 2.69
C 2.70 -0.24 0.84 -0.53
O 3.08 0.04 1.94 -0.65
N 1.87 0.41 0.00 0.33
C 4.64 -1.45 -0.12 -0.81
C 5.18 -1.10 -1.35 -0.27
C 6.56 -0.99 -1.50 -0.96
C 7.39 -1.21 -0.42 -0.41
C 6.86 -1.54 0.81 -0.92
C 5.49 -1.64 0.97 -0.08
C 2.68 -2.81 0.83 -0.17
C 3.40 -4.01 0.77 -0.24
C 2.91 -5.15 1.39 -0.90
C 1.71 -5.11 2.08 -0.47
C 0.99 -3.93 2.15 -0.80
C 1.47 -2.79 1.52 0.02
H 2.25 -2.17 -1.83 0.27
H 4.53 -0.92 -2.20 0.50
H 6.97 -0.73 -2.47 0.44
H 8.47 -1.12 -0.54 0.42
H 7.51 -1.70 1.66 0.40
H 5.06 -1.86 1.94 0.52
H 4.33 -4.04 0.22 0.47
H 3.48 -6.07 1.33 0.41
H 1.34 -6.00 2.57 0.41
H 0.06 -3.89 2.69 0.45
H 0.91 -1.86 1.58 0.22
Cl 3.93 2.83 -2.05 -0.07
C 4.07 4.50 -1.44 -0.45
Cl 3.49 4.62 0.24 -0.10
H 3.46 5.14 -2.07 0.31
H 5.11 4.79 -1.46 0.35

=====

82
Properties=species:S:1:pos:R:3:mulliken_charge:R:1 method="wB97M-V/def2-TZVPD" charge=+1 de_lowest_ev=0.254 homo_lumo_gap_ev=5.861 homo_energy_ev=-10.11
Hf -0.07 0.19 -0.55 2.42
C 0.03 0.55 -5.27 -2.40
C 0.03 -0.28 -4.02 1.36
C 1.22 -0.65 -3.40 1.70
C 2.54 -0.15 -3.91 -2.68
C 1.21 -1.55 -2.31 1.21
C 2.51 -2.08 -1.78 -2.14
C -0.03 -2.03 -1.81 0.79
C -0.04 -3.29 -0.97 -2.49
C -1.25 -1.47 -2.31 1.17
C -2.60 -1.90 -1.77 -2.61
C -1.20 -0.63 -3.43 1.59
C -2.46 -0.09 -4.05 -2.56
H -0.10 1.61 -5.02 0.39
H -0.78 0.26 -5.93 0.40
H 0.96 0.44 -5.82 0.50
H 2.97 -0.85 -4.63 0.39
H 3.25 -0.03 -3.09 0.44
H 2.44 0.81 -4.40 0.54
H 3.09 -2.53 -2.59 0.49
H 2.37 -2.82 -1.00 0.28
H 3.11 -1.27 -1.35 0.25
H 0.28 -3.13 0.06 0.52
H 0.62 -4.02 -1.43 0.48
H -1.03 -3.74 -0.94 0.46
H -3.13 -2.50 -2.51 0.44
H -3.22 -1.04 -1.53 0.45
H -2.50 -2.50 -0.86 0.50
H -2.67 -0.60 -5.00 0.47
H -2.36 0.97 -4.27 0.52
H -3.33 -0.23 -3.42 0.42
O -2.67 -0.93 2.62 -0.51
C -2.18 -0.48 1.51 -0.39
O -1.28 -1.05 0.89 -0.34
C -2.71 0.81 0.95 0.32
C -3.66 1.64 1.49 -0.38
C -3.96 2.82 0.80 -0.66
C -3.29 3.13 -0.37 -1.00
C -2.33 2.24 -0.83 0.53
N -2.09 1.10 -0.20 0.44
C -1.38 2.50 -2.00 0.13
O -1.56 3.43 -2.75 -0.66
O -0.42 1.63 -2.03 -0.65
H -2.19 -1.73 2.90 0.57
H -4.15 1.38 2.42 0.64
H -4.70 3.50 1.20 0.49
H -3.47 4.05 -0.91 0.63
Br 3.89 5.95 2.51 -0.18
C 3.41 5.05 0.93 -0.30
C 3.84 5.54 -0.30 -0.35
C 3.49 4.88 -1.47 -0.81
C 2.74 3.72 -1.41 -0.57
C 2.31 3.25 -0.18 -0.02
C 2.64 3.91 1.00 -0.25
C 1.51 2.02 -0.13 0.48
O 0.44 1.93 0.59 -0.58
O 1.82 0.99 -0.85 -0.57
H 4.44 6.44 -0.34 0.43
H 3.81 5.27 -2.42 0.43
H 2.46 3.18 -2.31 0.52
H 2.31 3.52 1.96 0.62
C -1.13 -3.30 6.45 -1.63
C -0.51 -2.71 5.21 0.82
C -0.61 -1.35 4.93 -0.91
C -0.01 -0.78 3.80 0.51
C -0.11 0.72 3.66 -1.59
C 0.68 -1.61 2.90 1.09
Se 1.50 -0.87 1.35 0.00
C 0.83 -2.98 3.19 0.15
C 1.66 -3.92 2.35 -1.65
C 0.23 -3.49 4.33 -0.81
H -1.81 -2.60 6.93 0.36
H -0.35 -3.57 7.17 0.35
H -1.68 -4.21 6.21 0.38
H -1.15 -0.71 5.62 0.39
H 0.30 1.20 4.55 0.52
H -1.15 1.05 3.58 0.29
H 0.44 1.09 2.80 -0.01
H 1.90 -3.49 1.38 0.07
H 1.14 -4.87 2.21 0.42
H 2.60 -4.13 2.85 0.46
H 0.35 -4.55 4.55 0.46

=====

87
Properties=species:S:1:pos:R:3:mulliken_charge:R:1 method="wB97M-V/def2-TZVPD" charge=+4 de_lowest_ev=0.352 homo_lumo_gap_ev="6.054 / 6.055" homo_energy_ev="-18.72 / -18.72"
Ti -0.46 -0.02 0.79 -0.35
C -3.30 3.00 -0.55 -0.65
O -2.31 2.78 -1.62 -0.40
C -1.47 1.90 -1.19 0.32
N -1.58 1.50 0.04 0.75
C -2.62 2.39 0.69 -0.53
C -2.01 3.42 1.60 0.63
C -2.57 3.60 2.86 -0.37
C -2.15 4.65 3.67 -0.91
C -1.18 5.53 3.21 -0.64
C -0.60 5.34 1.95 -0.89
C -1.01 4.28 1.16 -0.18
C -0.42 1.42 -2.10 0.52
C -0.25 2.04 -3.33 -0.92
C 0.79 1.63 -4.14 -0.85
C 1.59 0.59 -3.69 -0.81
C 1.32 0.00 -2.45 0.83
N 0.33 0.41 -1.64 0.12
C 2.17 -1.18 -2.16 0.12
N 1.82 -2.34 -1.69 0.11
C 2.91 -3.35 -1.84 -0.30
C 4.04 -2.44 -2.35 -0.64
O 3.40 -1.12 -2.55 -0.36
C 3.23 -4.13 -0.58 0.71
C 2.95 -5.49 -0.54 -0.56
C 3.30 -6.24 0.57 -0.70
C 3.93 -5.64 1.65 -0.51
C 4.22 -4.27 1.61 -1.11
C 3.87 -3.52 0.50 -0.01
H -4.20 2.47 -0.87 0.35
H -3.48 4.06 -0.49 0.32
H -3.32 1.78 1.25 0.61
H -3.36 2.95 3.20 0.52
H -2.60 4.81 4.64 0.52
H -0.88 6.37 3.82 0.51
H 0.13 6.04 1.59 0.52
H -0.57 4.18 0.17 0.43
H -0.92 2.84 -3.63 0.61
H 0.97 2.09 -5.10 0.53
H 2.41 0.23 -4.29 0.57
H 2.58 -4.04 -2.62 0.74
H 4.45 -2.74 -3.32 0.35
H 4.84 -2.29 -1.64 0.41
H 2.50 -5.98 -1.40 0.44
H 3.11 -7.31 0.58 0.48
H 4.24 -6.23 2.50 0.46
H 4.75 -3.81 2.43 0.44
H 4.13 -2.47 0.47 0.41
N -1.17 -1.69 0.25 0.07
N -0.74 -2.95 0.61 -0.42
C 0.39 -3.03 1.33 0.54
N 0.82 -4.17 1.80 -0.19
S 1.24 -1.54 1.59 -0.31
H -1.96 -1.78 -0.38 0.29
H 0.87 -2.56 -1.43 0.18
H -1.37 -3.74 0.51 0.29
H 0.33 -5.05 1.66 0.24
H 1.75 -4.23 2.21 0.16
C 3.12 3.96 1.72 -1.38
C 2.79 2.82 2.71 1.87
C 4.02 1.94 2.98 -1.71
C 2.20 3.38 4.02 -1.36
C 1.76 1.97 2.10 -0.28
N 0.97 1.28 1.64 0.18
H 3.88 4.59 2.18 0.45
H 2.24 4.57 1.52 0.22
H 3.52 3.57 0.78 0.40
H 4.78 2.57 3.44 0.46
H 4.44 1.54 2.06 0.38
H 3.79 1.13 3.67 0.39
H 2.96 4.03 4.47 0.45
H 1.99 2.58 4.74 0.42
H 1.30 3.96 3.85 0.22
F -4.58 -1.21 6.27 -0.21
C -4.11 0.02 6.06 0.64
F -5.13 0.84 5.84 -0.22
F -3.45 0.42 7.14 -0.25
C -3.21 0.01 4.83 0.15
C -3.75 -0.36 3.60 -1.10
C -2.92 -0.36 2.50 -0.31
N -1.62 -0.02 2.56 0.94
C -1.11 0.34 3.76 -0.28
C -1.87 0.36 4.91 -0.79
H -4.79 -0.64 3.51 0.55
H -3.31 -0.66 1.54 0.56
H -0.07 0.60 3.79 0.51
H -1.42 0.64 5.86 0.62

=====

Repeat the second record exactly.
80
Properties=species:S:1:pos:R:3:mulliken_spin:R:1 method="wB97M-V/def2-TZVPD" charge=+1 de_lowest_ev=0.000 homo_lumo_gap_ev="6.846 / 6.861" spin_multiplicity=4 homo_energy_ev="-9.27 / -9.28"
Nd 1.29 0.61 0.55 3.07
C 3.54 2.05 3.59 0.00
C 2.24 2.54 4.24 0.00
S 0.82 2.73 3.02 0.00
C -0.51 2.04 4.05 0.00
C -1.69 1.62 3.28 0.00
S -1.47 0.21 2.07 0.00
C -1.62 -1.12 3.35 0.00
C -0.64 -2.33 3.03 0.00
S 1.07 -1.88 2.68 0.00
C 1.91 -1.24 4.20 0.00
C 3.32 -0.86 3.79 0.00
S 3.53 0.49 2.66 0.00
H 4.24 1.93 4.44 0.00
H 3.89 2.74 2.82 0.00
H 2.47 3.49 4.75 0.00
H 1.87 1.78 4.90 0.00
H -0.75 2.81 4.78 0.00
H -0.04 1.16 4.63 0.00
H -2.06 2.46 2.63 0.00
H -2.55 1.31 3.87 0.00
H -2.65 -1.55 3.49 0.00
H -1.38 -0.68 4.29 0.00
H -0.92 -2.65 2.01 0.00
H -0.73 -3.19 3.68 0.00
H 1.86 -2.01 4.95 0.00
H 1.37 -0.37 4.56 0.00
H 3.84 -1.64 3.29 0.00
H 3.79 -0.62 4.77 0.00
C -4.41 -2.80 -0.45 0.00
C -3.38 -3.63 -0.92 0.00
C -2.20 -2.98 -1.38 0.00
C -1.98 -1.61 -1.27 0.00
C -3.04 -0.84 -0.81 0.00
C -4.23 -1.43 -0.40 0.00
P -0.29 -0.86 -1.45 0.00
C 0.71 -2.36 -1.77 0.00
C 1.05 -3.21 -0.71 0.00
C 1.82 -4.36 -0.92 0.00
C 2.23 -4.66 -2.17 0.00
C 1.84 -3.87 -3.28 0.00
C 1.05 -2.77 -3.06 0.00
C -0.28 0.05 -3.04 -0.01
C -1.49 0.21 -3.64 0.00
C -1.62 0.67 -4.99 0.00
C -0.54 1.19 -5.68 0.00
C 0.69 1.21 -4.98 0.00
C 1.76 1.93 -5.57 0.00
C 2.92 2.22 -4.91 0.00
C 3.10 1.73 -3.59 0.00
C 2.09 0.93 -2.99 -0.01
C 0.88 0.68 -3.68 0.00
H -5.39 -3.19 -0.09 0.00
H -3.53 -4.65 -1.15 0.00
H -1.37 -3.54 -1.81 0.00
H -2.91 0.24 -0.79 0.00
H -5.11 -0.90 -0.01 0.00
H 0.66 -2.93 0.28 0.00
H 2.13 -4.82 0.04 0.00
H 2.90 -5.48 -2.35 0.00
H 2.23 -4.25 -4.26 0.00
H 0.64 -2.27 -3.92 0.00
H -2.41 -0.07 -3.10 0.00
H -2.56 0.83 -5.47 0.00
H -0.55 1.37 -6.74 0.00
H 1.53 2.15 -6.61 0.00
H 3.76 2.72 -5.38 0.00
H 3.88 1.93 -2.87 0.00
Te -0.02 2.92 -1.21 -0.02
C -1.64 3.68 0.00 0.00
C -2.86 3.12 0.09 0.00
C -3.66 3.82 1.01 0.00
C -3.10 4.96 1.51 0.00
S -1.52 5.09 0.94 0.00
H -3.18 2.36 -0.54 0.00
H -4.64 3.42 1.26 0.00
H -3.54 5.70 2.22 0.00
N 3.21 0.80 -0.88 0.00
C 2.17 0.62 -1.60 -0.02
H 4.13 1.08 -1.27 0.00